No. 1
A structure of composition C20H53GaO7PS6 in a non-equilibrium geometry, computed with ωB97M-V with the def2-TZVPD basis set.

Structure (ORCA input):
```
! RIJCOSX wB97M-V def2-TZVPD def2/J DEFGRID3
* xyz -1 1
C 3.938 -2.161 -1.157
C 3.321 -0.946 -1.307
C 3.347 -0.067 -2.519
Ga 2.317 1.702 -2.158
C 0.316 1.345 -2.198
C -0.474 1.589 -0.928
C -0.072 0.689 0.355
O 0.169 2.224 0.055
P 3.272 2.884 -0.392
C 5.040 3.205 -0.878
C 3.254 2.034 1.255
H 3.332 -3.030 -0.908
H 5.016 -2.287 -1.217
H 2.766 -0.572 -0.442
H 4.352 0.225 -2.842
H 2.852 -0.530 -3.371
H 2.667 2.584 -3.487
H 0.098 0.317 -2.505
H -0.184 2.027 -2.896
H -1.542 1.764 -1.053
H 0.608 0.083 -0.287
H 0.633 0.752 1.191
H 5.653 3.500 -0.028
H 5.483 2.305 -1.319
H 5.042 3.959 -1.660
H 2.552 2.531 1.921
H 4.233 2.143 1.731
H 3.020 0.971 1.272
C -0.715 -0.576 4.174
S 0.683 0.532 4.359
O 1.694 0.145 3.343
C 1.252 -0.121 5.935
H -1.180 -0.349 3.214
H -0.361 -1.609 4.186
H -1.422 -0.393 4.984
H 1.473 -1.184 5.831
H 0.481 0.040 6.689
H 2.156 0.418 6.211
C 1.688 -3.518 -4.227
S 0.953 -4.348 -2.823
O 1.958 -5.311 -2.299
C -0.237 -5.313 -3.772
H 2.499 -2.883 -3.872
H 2.084 -4.259 -4.924
H 0.934 -2.902 -4.718
H 0.291 -5.933 -4.497
H -0.927 -4.637 -4.278
H -0.787 -5.945 -3.078
C -2.891 3.338 3.836
S -3.738 2.484 5.163
O -2.764 1.531 5.778
C -4.777 1.504 4.085
H -2.131 3.979 4.280
H -2.418 2.611 3.174
H -3.615 3.944 3.291
H -4.143 0.925 3.413
H -5.424 2.151 3.499
H -5.380 0.835 4.698
C 5.924 -3.441 -6.076
S 5.703 -3.016 -4.338
O 4.503 -2.158 -4.243
C 7.129 -1.927 -4.230
H 5.099 -4.088 -6.366
H 5.910 -2.532 -6.679
H 6.868 -3.971 -6.205
H 7.028 -1.119 -4.955
H 8.038 -2.500 -4.416
H 7.151 -1.515 -3.223
C -7.418 5.579 0.897
S -6.936 4.198 1.941
O -5.869 4.696 2.850
C -6.124 3.248 0.649
H -7.911 6.317 1.527
H -6.531 6.016 0.440
H -8.111 5.228 0.132
H -5.326 3.844 0.206
H -6.858 2.968 -0.107
H -5.702 2.349 1.098
C -3.872 -2.432 2.800
S -3.567 -1.543 1.269
O -4.178 -0.196 1.428
C -4.693 -2.510 0.256
H -3.289 -1.951 3.584
H -4.934 -2.384 3.047
H -3.550 -3.467 2.686
H -5.699 -2.459 0.674
H -4.346 -3.543 0.218
H -4.686 -2.085 -0.745
*
```

E_LUMO = 1.8 eV
strongest force on any atom = 2.236 eV Å⁻¹
M = 698.7 g mol⁻¹



No. 2
A structure of composition C20H53O19PbS6 in a non-equilibrium geometry, computed with ωB97M-V with the def2-TZVPD basis set.

Structure (ORCA input):
```
! RIJCOSX wB97M-V def2-TZVPD def2/J DEFGRID3
* xyz 1 1
Pb 15.353 19.868 15.905
C 16.443 18.322 11.587
C 15.901 17.723 12.908
O 16.038 18.494 14.038
H 15.905 18.039 10.685
H 17.518 18.126 11.546
H 16.364 19.400 11.751
H 16.286 16.702 13.073
H 14.826 17.493 12.812
O 22.319 16.715 11.682
S 20.894 16.863 11.406
O 20.305 18.101 10.931
O 20.464 15.563 10.562
C 19.286 15.767 9.733
C 19.119 14.590 8.737
C 20.013 16.494 12.958
H 19.357 16.722 9.218
H 18.377 15.778 10.339
H 18.335 14.843 8.030
H 19.012 13.623 9.228
H 20.085 14.494 8.237
H 20.311 17.081 13.824
H 20.267 15.442 13.084
H 18.940 16.610 12.803
O 19.470 19.221 15.872
S 18.887 20.312 15.133
O 17.548 20.773 15.464
O 19.895 21.646 15.277
C 21.289 21.388 15.257
C 21.792 21.335 16.706
C 19.063 19.971 13.341
H 21.922 22.135 14.782
H 21.560 20.402 14.871
H 21.171 20.722 17.363
H 21.723 22.328 17.150
H 22.762 20.843 16.782
H 20.114 19.908 13.087
H 18.468 20.688 12.779
H 18.434 19.086 13.214
O 16.371 16.359 8.265
S 15.060 15.908 8.704
O 14.021 16.855 8.994
O 14.534 14.730 7.740
C 14.436 15.079 6.330
C 12.989 15.460 6.096
C 15.358 14.847 10.192
H 14.777 14.269 5.686
H 15.182 15.836 6.079
H 12.276 14.643 6.232
H 12.687 15.688 5.069
H 12.660 16.313 6.687
H 15.010 15.395 11.067
H 16.383 14.496 10.251
H 14.668 14.007 10.113
O 16.724 18.074 17.095
S 16.714 16.637 16.898
O 16.608 15.765 18.056
O 15.516 16.297 15.844
C 14.642 15.156 16.145
C 14.212 14.652 14.781
C 18.150 16.201 15.872
H 13.806 15.519 16.737
H 15.289 14.404 16.592
H 13.934 15.575 14.269
H 13.373 13.957 14.760
H 15.025 14.089 14.324
H 17.973 15.186 15.527
H 19.057 16.311 16.462
H 18.180 16.930 15.064
O 20.060 23.183 9.303
S 19.980 22.067 10.207
O 20.175 22.099 11.629
O 18.512 21.287 9.998
C 17.982 21.170 8.661
C 17.634 19.692 8.475
C 21.115 20.840 9.575
H 18.743 21.572 7.988
H 17.107 21.793 8.461
H 18.397 19.086 8.963
H 17.740 19.538 7.400
H 16.668 19.477 8.923
H 20.902 19.858 9.991
H 22.125 21.112 9.877
H 20.983 20.959 8.501
O 11.651 18.686 13.622
S 12.093 20.005 13.904
O 13.127 20.253 14.911
O 12.474 20.727 12.525
C 12.053 20.133 11.272
C 13.284 19.324 10.788
C 10.665 20.992 14.349
H 11.851 20.941 10.570
H 11.120 19.597 11.436
H 13.366 19.455 9.711
H 13.114 18.291 11.085
H 14.190 19.696 11.255
H 9.944 20.756 13.568
H 10.850 22.059 14.224
H 10.356 20.840 15.379
*
```

E_LUMO = -3.1 eV
strongest force on any atom = 3.429 eV Å⁻¹
M = 997.2 g mol⁻¹



No. 3
A cluster of 3 separate species, C20H54B2N7O7P2S in total in a non-equilibrium geometry, computed with ωB97M-V with the def2-TZVPD basis set.

Structure (ORCA input):
```
! RIJCOSX wB97M-V def2-TZVPD def2/J DEFGRID3
* xyz -1 1
C -0.262 -2.619 -3.513
B 1.255 -2.582 -4.147
O 2.055 -3.857 -4.110
C 2.013 -1.277 -4.800
O 2.365 -0.354 -3.671
B 2.794 0.862 -4.447
C 4.372 1.249 -4.195
C 5.454 0.328 -5.011
C 5.552 -1.234 -4.519
C 6.976 -1.589 -3.718
C 5.576 -2.217 -5.870
O 2.256 0.828 -5.835
C 1.176 -0.194 -5.701
S -0.287 0.721 -4.975
O 0.841 -0.489 -7.102
N 1.140 0.665 -7.773
O 0.218 0.979 -8.511
H -1.047 -2.323 -4.332
H -0.312 -1.910 -2.557
H -0.456 -3.715 -3.136
H 2.888 -3.711 -3.539
H 2.873 -1.602 -5.532
H 2.207 1.802 -3.997
H 4.571 1.094 -3.031
H 4.535 2.377 -4.462
H 6.526 0.810 -4.799
H 5.324 0.393 -6.191
H 4.690 -1.539 -3.778
H 6.977 -1.229 -2.604
H 7.903 -1.208 -4.347
H 7.041 -2.781 -3.752
H 5.156 -1.686 -6.827
H 4.857 -3.132 -5.607
H 6.684 -2.598 -6.071
H -1.220 -0.151 -4.390
O -1.932 0.686 -1.546
P -3.320 1.093 -0.992
N -3.602 2.193 -2.280
C -4.405 3.410 -2.227
C -3.850 1.541 -3.569
N -2.585 1.949 0.311
C -1.942 3.239 0.079
C -1.679 1.119 1.117
N -4.915 1.561 -0.356
C -5.124 2.039 1.013
C -5.861 0.460 -0.592
H -5.477 3.205 -2.322
H -4.124 4.086 -3.043
H -4.261 3.981 -1.309
H -4.870 1.151 -3.626
H -3.164 0.706 -3.734
H -3.694 2.233 -4.402
H -1.266 3.219 -0.781
H -1.369 3.567 0.955
H -2.686 4.022 -0.068
H -0.695 1.007 0.644
H -2.099 0.120 1.266
H -1.534 1.555 2.112
H -4.767 1.318 1.758
H -6.189 2.220 1.205
H -4.642 3.007 1.180
H -5.637 -0.397 0.047
H -5.810 0.126 -1.633
H -6.896 0.776 -0.413
O 0.403 -0.081 4.344
P 0.223 -0.175 5.879
N 1.077 -1.662 5.971
C 0.874 -2.725 6.950
C 2.517 -1.532 5.734
N -1.456 -0.515 5.696
C -1.899 -1.829 5.240
C -2.178 0.508 4.925
N 0.017 -0.283 7.644
C -1.286 -0.197 8.307
C 0.908 0.697 8.286
H 1.374 -2.513 7.902
H 1.273 -3.673 6.570
H -0.178 -2.914 7.168
H 3.030 -1.138 6.616
H 2.726 -0.859 4.898
H 2.965 -2.494 5.469
H -1.352 -2.171 4.358
H -2.970 -1.833 5.001
H -1.796 -2.569 6.035
H -2.039 0.381 3.844
H -1.832 1.510 5.195
H -3.252 0.472 5.141
H -1.813 0.730 8.056
H -1.173 -0.235 9.397
H -1.919 -1.056 8.062
H 0.563 1.718 8.108
H 1.924 0.611 7.889
H 0.976 0.528 9.367
*
```

E_LUMO = 0.1 eV
strongest force on any atom = 8.371 eV Å⁻¹
M = 620.3 g mol⁻¹